[1]
A 2-piece molecular cluster, C5H11NO overall at a distorted geometry. Source: the OMol25 dataset; level of theory: the ωB97M-V functional and the def2-TZVPD basis.

Last column: natural (NBO) charge in e.
Atoms and positions in Å:
O  1.559  -3.600  2.809  -0.92
N  0.608  0.422  -0.293  -0.64
C  -1.765  1.236  0.881  -0.35
C  -1.289  1.778  -0.284  -0.23
C  -0.132  1.433  -1.077  0.13
C  0.333  1.774  -2.287  -0.42
C  0.419  -1.012  -0.614  -0.40
H  0.897  -4.187  3.175  0.46
H  -1.992  2.472  -0.702  0.20
H  -2.853  1.661  1.068  0.19
H  -0.710  -1.058  -0.796  0.20
H  1.853  -3.272  3.717  0.46
H  0.673  -1.639  0.242  0.21
H  0.045  2.610  -2.963  0.21
H  1.030  1.152  -2.669  0.19
H  1.585  0.625  -0.517  0.35
H  1.016  -1.219  -1.392  0.17
H  -1.277  0.823  1.702  0.21

Calculated values
- HOMO level (Ha) = -0.3159
- orbital gap (eV) = 9.37
- SMILES string = C=CC(=C)NC.O
- E_LUMO (eV) = 0.77

[2]
One molecule with the formula C5H11NO. Source: the OMol25 dataset; level of theory: the ωB97M-V functional and the def2-TZVPD basis.

Last column: natural (NBO) charge in e.
Atoms and positions in Å:
O  1.793  0.920  0.262  -0.57
N  -1.137  -0.640  -0.013  -0.37
C  -0.297  0.218  -0.929  -0.26
C  2.981  0.622  -0.417  -0.23
C  -0.278  -0.104  1.116  -0.24
C  -2.600  -0.623  -0.023  -0.41
C  0.844  -0.107  0.071  -0.18
H  2.878  0.775  -1.504  0.15
H  -0.722  0.881  1.376  0.16
H  3.274  -0.422  -0.254  0.18
H  -0.263  -0.748  2.004  0.19
H  -2.950  0.393  0.155  0.22
H  3.765  1.295  -0.051  0.17
H  -0.295  -0.130  -1.969  0.19
H  -0.737  -1.573  -0.160  0.43
H  -2.975  -1.290  0.758  0.22
H  -0.738  1.234  -0.868  0.16
H  -2.949  -0.968  -1.000  0.22

Calculated values
- HOMO level (Ha) = -0.2271
- orbital gap (eV) = 6.79
- E_LUMO (eV) = 0.61

[3]
A 2-piece molecular cluster, C5H11NO overall at a distorted geometry. Source: the OMol25 dataset; level of theory: the ωB97M-V functional and the def2-TZVPD basis.

Last column: natural (NBO) charge in e.
Atoms and positions in Å:
O  -0.724  3.184  -0.482  -0.94
N  -0.491  0.048  -0.780  -0.86
C  1.398  -0.685  0.439  -0.23
C  -2.104  -1.685  0.663  -0.46
C  2.302  0.007  -0.538  -0.66
C  -0.845  -1.473  1.145  -0.17
C  0.074  -0.774  0.228  0.11
H  -0.319  -1.865  2.008  0.22
H  -2.965  -1.233  1.116  0.21
H  -2.180  -1.890  -0.416  0.19
H  3.314  0.157  -0.196  0.22
H  2.229  -0.484  -1.531  0.22
H  0.072  0.787  -1.150  0.40
H  -1.024  2.396  -0.015  0.47
H  -1.492  0.039  -0.795  0.39
H  1.905  -1.378  1.107  0.20
H  -1.115  3.875  0.066  0.47
H  1.963  0.973  -0.867  0.21

Calculated values
- HOMO level (Ha) = -0.2818
- orbital gap (eV) = 7.83
- SMILES string = C=C/C(N)=C/C.O
- E_LUMO (eV) = 0.16

[4]
One molecule with the formula C5H11NO. Source: the OMol25 dataset; level of theory: the ωB97M-V functional and the def2-TZVPD basis.

Last column: natural (NBO) charge in e.
Atoms and positions in Å:
O  0.460  0.250  1.763  -0.60
N  -1.193  0.911  0.345  -0.65
C  0.736  -0.225  -1.595  -0.60
C  1.227  -1.977  0.160  -0.60
C  -1.392  2.172  1.023  -0.41
C  0.220  -0.943  -0.326  -0.31
C  -0.154  0.087  0.725  0.69
H  0.381  -0.744  -2.487  0.21
H  -0.409  2.608  1.220  0.22
H  2.198  -1.516  0.368  0.22
H  1.372  -2.730  -0.624  0.21
H  -1.918  2.079  1.978  0.19
H  1.832  -0.209  -1.631  0.21
H  -0.728  -1.455  -0.552  0.20
H  -1.941  2.851  0.364  0.20
H  0.895  -2.478  1.072  0.22
H  0.386  0.810  -1.646  0.22
H  -1.973  0.507  -0.156  0.39

Calculated values
- HOMO level (Ha) = -0.3488
- orbital gap (eV) = 10.37
- SMILES string = CNC(=O)C(C)C
- E_LUMO (eV) = 0.88

[5]
A 2-piece molecular cluster, C5H11NO overall. Source: the OMol25 dataset; level of theory: the ωB97M-V functional and the def2-TZVPD basis.

Last column: natural (NBO) charge in e.
Atoms and positions in Å:
O  -1.829  -0.734  -1.345  -0.56
N  0.817  0.968  -0.603  -0.41
C  1.277  0.241  -1.533  -0.05
C  1.756  1.617  0.299  -0.45
C  -1.953  0.214  0.842  -0.73
C  -0.529  -1.867  0.316  -0.72
C  -1.452  -0.779  -0.192  0.62
H  -0.140  -2.485  -0.496  0.23
H  -3.030  0.323  0.721  0.24
H  1.948  2.670  0.043  0.21
H  -1.508  1.199  0.667  0.26
H  -1.089  -2.518  0.996  0.23
H  2.357  0.094  -1.686  0.14
H  2.718  1.111  0.336  0.18
H  -1.731  -0.078  1.872  0.21
H  1.345  1.641  1.310  0.20
H  0.300  -1.453  0.897  0.23
H  0.596  -0.230  -2.256  0.20

Calculated values
- HOMO level (Ha) = -0.3450
- orbital gap (eV) = 10.35
- SMILES string = CC(C)=O.C=NC
- E_LUMO (eV) = 0.96

[6]
A 2-piece molecular cluster, C5H11NO overall at a distorted geometry. Source: the OMol25 dataset; level of theory: the ωB97M-V functional and the def2-TZVPD basis.

Last column: natural (NBO) charge in e.
Atoms and positions in Å:
O  0.095  0.855  2.459  -0.94
N  0.845  0.259  -1.079  -0.60
C  -0.266  2.332  -0.596  -0.59
C  -1.065  -2.017  0.459  -0.38
C  0.211  -1.812  0.162  -0.19
C  -0.270  1.068  -1.061  0.05
C  0.660  -1.187  -1.136  -0.26
H  1.005  -2.017  0.867  0.20
H  0.653  2.852  -0.387  0.20
H  -1.291  -2.362  1.451  0.20
H  1.605  0.573  -0.497  0.38
H  0.040  1.539  1.760  0.48
H  1.651  -1.584  -1.390  0.20
H  0.325  1.433  3.210  0.46
H  -1.839  -1.945  -0.293  0.19
H  0.023  -1.436  -1.983  0.20
H  -1.228  2.791  -0.417  0.21
H  -1.153  0.659  -1.530  0.19

Calculated values
- HOMO level (Ha) = -0.2941
- orbital gap (eV) = 8.93
- SMILES string = C=CCNC=C.O
- E_LUMO (eV) = 0.93